Entry 1:
DFT (ωB97M-V with the def2-TZVPD basis set) results for a molecular structure, C10H27AsO4PdS3SeSi3.

The geometry in XYZ format:
```
50
Properties=species:S:1:pos:R:3:forces:R:3:nbo_charge:R:1
Pd 2.528651 0.114828 0.784996 -0.060 0.035 -0.665 0.4458
Se 2.018428 2.598144 -1.706718 -0.227 0.074 -0.441 2.8003
As 0.189153 -0.544448 0.171597 0.066 0.007 0.202 -0.6483
S 3.289361 -1.933293 1.320976 0.052 0.008 0.392 -0.0556
S 4.679088 0.455553 1.616605 0.197 -0.146 0.088 -0.1368
S 6.060275 -2.105602 2.499078 0.007 0.008 0.041 -0.2480
Si -0.334256 -2.623973 1.093166 -0.040 0.077 -0.026 1.3675
Si -0.448469 1.577747 -3.117179 -0.115 -0.045 0.026 1.9382
Si -0.685758 0.839199 1.844514 -0.072 0.031 -0.101 1.3760
O 0.333603 2.090757 -1.734159 0.111 0.144 0.004 -1.1412
O 2.660788 1.807890 -2.957870 0.075 0.051 0.021 -1.0632
O 1.967925 4.199377 -1.865036 0.029 -0.056 0.063 -1.0513
O 2.523950 2.128119 -0.245625 -0.004 -0.130 0.582 -1.0760
C 0.177394 -0.040759 -3.794789 0.038 -0.022 0.017 -1.1639
C -2.552480 1.115909 1.611915 0.050 0.018 -0.002 -1.1201
C -2.227458 1.405992 -2.566586 0.015 -0.032 0.016 -1.1478
C 4.786506 -1.247796 1.881991 -0.114 0.043 -0.192 -0.5123
C -2.219602 -2.834865 1.069720 0.000 -0.009 -0.024 -1.1193
C 0.190120 -3.143346 2.832113 0.025 -0.016 -0.027 -1.1307
C -0.304639 2.905097 -4.429898 0.000 0.000 0.012 -1.1541
C 0.080651 2.552222 1.751099 -0.053 0.031 -0.059 -1.1262
C 0.357242 -3.919931 -0.090752 0.018 -0.023 0.014 -1.1223
C -0.501192 0.268422 3.635544 0.027 0.025 0.003 -1.1255
H -1.106117 -0.614781 3.842670 -0.015 -0.049 0.015 0.2172
H -0.675090 3.862959 -4.058695 0.002 -0.003 0.000 0.2338
H 0.063581 -3.693524 -1.118184 -0.004 0.005 -0.006 0.2279
H -2.615272 -2.631960 0.071746 -0.010 -0.003 0.001 0.2270
H -0.871101 2.629943 -5.325235 0.009 0.007 0.013 0.2129
H -0.061053 -0.116011 -4.860642 -0.019 -0.032 0.011 0.2137
H -0.259368 -0.888911 -3.266118 -0.008 0.001 0.023 0.2430
H -0.445617 3.223568 2.439303 -0.013 0.005 -0.001 0.2060
H -2.870664 1.094311 -3.393556 -0.019 0.004 -0.041 0.2151
H -2.692516 -2.134541 1.762013 -0.016 0.005 0.020 0.2213
H -2.745570 1.598902 0.650941 0.011 -0.012 -0.013 0.2294
H -2.511240 -3.849500 1.362148 0.012 -0.005 -0.002 0.2089
H 0.129893 -4.235325 2.900195 -0.002 -0.003 0.017 0.2124
H 0.539244 0.037922 3.873562 -0.008 -0.023 -0.021 0.2465
H -3.109212 0.177168 1.631015 -0.017 -0.030 -0.001 0.2193
H -2.943833 1.764979 2.403556 0.000 -0.008 0.000 0.2079
H 0.002967 2.954415 0.737888 -0.011 0.002 0.074 0.2512
H 1.260846 -0.081505 -3.677382 -0.001 0.011 -0.019 0.2794
H 0.744007 3.033775 -4.702970 0.021 0.007 -0.019 0.2574
H 1.448616 -3.930099 -0.048877 0.006 0.004 -0.006 0.2492
H -0.464057 -2.722578 3.596509 -0.017 0.030 0.005 0.2183
H -0.008743 -4.920094 0.164602 0.012 -0.004 0.004 0.2072
H -2.287096 0.649285 -1.779930 0.021 0.030 -0.003 0.2569
H 1.139800 2.549892 2.010195 0.018 -0.035 0.001 0.2509
H 1.215116 -2.844717 3.049574 0.022 0.009 -0.005 0.2624
H -0.841006 1.071794 4.299198 0.016 -0.005 0.001 0.2117
H -2.605797 2.349390 -2.168226 -0.018 0.018 0.009 0.2283
```
Positions in Å, forces in eV/Å.

The gap between HOMO and LUMO is 6.5 eV. For the lowest unoccupied orbital energy, the calculation gives 4.725 eV. The calculation puts the HOMO energy at -1.792 eV. The calculation puts the relative energy (zero: lowest compared OMol25 entry of this formula, charge and spin) at 0.0 kcal/mol. As for the total charge: -2. The energy comes out at -7526.53059 a.u.

***

Entry 2:
DFT (ωB97M-V with the def2-TZVPD basis set) results for a molecular structure, C10H27B3F2N2O12Tl2 in a non-equilibrium geometry.

The geometry in XYZ format:
```
58
Properties=species:S:1:pos:R:3:forces:R:3:mulliken_charge:R:1
Tl -4.507935 -2.329800 12.486639 1.372 -1.072 -0.353 0.9414
Tl -5.758873 -7.007758 12.192002 0.892 0.507 0.154 1.0885
F 0.925670 -9.278001 12.196523 -0.299 0.130 -0.350 -0.3186
F 0.340866 -5.293417 12.036593 0.160 -0.228 -0.088 -0.3039
O 1.013746 -3.521107 14.787123 0.124 -0.828 -0.116 -0.3171
O -2.425424 -8.353911 8.536194 -0.645 -0.010 -0.185 -0.4667
O 1.081877 -5.663650 14.141895 -0.455 -1.215 -0.231 -0.3222
O -5.725206 -4.042804 14.459988 0.393 0.094 -0.642 -0.2525
O -1.324161 -3.139305 16.443096 -0.247 -0.063 0.064 -0.4555
O -0.982152 -8.118840 12.647886 -0.135 -0.222 -0.173 -0.1965
O -1.896313 -9.844575 13.701992 0.281 -0.648 -0.544 -0.3753
O -6.714408 -5.940253 14.528864 -0.025 -0.287 -0.392 -0.3741
O -2.919389 -3.123967 15.005482 -0.098 0.154 0.115 -0.4574
O 2.294392 -4.977759 15.924585 0.329 -0.284 -0.356 -0.4527
O -3.863390 -7.507467 9.914845 -0.561 0.043 -0.462 -0.4454
O -3.205984 -8.513322 12.512675 -0.284 0.390 -0.163 -0.4206
N -2.489488 -3.106222 16.169895 -0.082 -0.188 -0.185 0.7914
N -2.881193 -7.449462 9.177710 1.092 0.150 1.289 0.7326
C -2.104438 -8.818728 12.893380 -0.191 -0.176 0.741 0.4324
C 0.119933 -8.823908 13.182855 1.035 -0.551 0.662 0.5444
C -2.014226 -6.232200 9.281052 0.269 0.117 -1.263 -0.5781
C 0.085430 -3.665079 13.747044 0.570 0.361 -1.666 0.4642
C -7.356106 -4.375265 16.207343 -0.303 -0.024 0.683 -1.1468
C -3.499018 -3.020878 17.276397 0.330 0.512 -0.916 -0.6661
C -6.583108 -4.783445 15.011527 -0.161 0.175 0.314 0.6446
C 0.058895 -5.146147 13.366524 -0.295 1.531 0.341 0.8631
C -0.481406 -9.979564 13.985428 -0.347 1.512 0.365 -0.5567
C 1.581227 -4.745109 15.020039 -0.510 1.029 0.960 0.4253
B -3.452326 -5.216222 12.317394 -0.014 0.274 1.302 1.2938
B -6.352696 -4.208660 11.012334 -0.952 0.772 1.382 0.4389
B -1.842865 -1.311003 12.184861 -0.154 -0.321 0.347 0.2762
H -8.285187 -3.845659 15.988964 0.108 0.018 -0.448 0.3138
H -2.161572 -2.032070 13.095272 0.666 -0.690 1.026 -0.3440
H -2.515366 -5.378609 9.716456 -0.165 -0.264 0.287 0.0218
H -7.225402 -3.434378 10.880515 -0.129 0.812 0.061 -0.0556
H -3.249261 -3.785829 18.001793 -0.067 0.153 0.168 0.3362
H -2.732236 -4.280464 12.174567 -0.287 1.088 -0.331 -0.2890
H -1.179657 -1.852926 11.357467 -0.779 -1.349 -0.648 0.0958
H -1.725976 -5.992482 8.257972 -0.055 0.004 0.000 0.4020
H -3.978452 -5.193865 13.394264 0.279 -0.214 1.093 -0.0647
H -2.802798 -0.928633 11.504731 -0.609 1.071 -1.402 0.0256
H -1.388868 -0.303599 12.618240 -1.101 0.885 0.874 0.0866
H -0.381777 -9.706048 15.034117 0.113 -0.529 0.125 0.3271
H -6.523245 -5.220077 10.400281 0.906 -0.768 -0.464 -0.0439
H -0.030052 -10.937506 13.751955 -0.426 -0.154 -0.166 0.3404
H -0.961342 -5.520785 13.488266 0.387 -0.944 0.418 0.0117
H -2.940323 -6.280030 12.170792 -0.120 -0.949 -0.156 -0.3902
H 0.720486 -8.190762 13.834660 -0.090 0.400 -0.342 0.1821
H -4.329375 -5.145827 11.464345 -0.218 -0.345 -1.844 -0.2753
H -3.372883 -1.994929 17.618818 -0.065 -0.179 0.524 0.3334
H 0.485672 -3.224176 12.820752 -0.103 0.544 0.298 0.1367
H -5.277153 -3.733692 10.629446 1.130 0.370 -1.138 -0.0286
H -1.097051 -6.541139 9.776656 -0.185 0.025 0.352 0.2364
H -6.765105 -3.724820 16.854516 0.120 0.021 -0.167 0.2780
H -7.661589 -5.234677 16.809891 0.137 -0.153 -0.186 0.3867
H -4.458573 -3.120150 16.783964 -0.096 -0.228 0.241 0.0516
H -0.879372 -3.237595 13.978564 0.095 -0.100 0.321 -0.3979
H -6.183236 -4.475152 12.164167 -0.537 -0.162 0.870 -0.5075
```
Positions in Å, forces in eV/Å.

The gap between HOMO and LUMO is 3.3 eV. For the lowest unoccupied orbital energy, the calculation gives -12.600 eV. The calculation puts the HOMO energy at -15.854 eV. The calculation puts the relative energy (zero: lowest compared OMol25 entry of this formula, charge and spin) at 0.0 kcal/mol. As for the total charge: +2. The energy comes out at -2027.54114 a.u.